Molecular formula: C47H82BrN10O
Method: DFT, ωB97M-V/def2-TZVPD

```
141
C47H82BrN10O, DFT ωB97M-V/def2-TZVPD
C -2.52238 -0.18212 1.06071
C -2.94813 0.92296 -0.02307
C -2.12886 2.29336 0.05153
Br -2.44095 3.21736 -1.71332
N -2.57559 3.19723 1.18498
C -2.17191 4.54907 1.24499
C -2.52359 5.62796 2.28033
C -3.43388 5.04051 3.42780
C -3.71267 3.54051 3.17554
C -4.60033 2.83440 4.33187
C -3.68089 2.39922 5.58776
C -2.18831 1.92093 5.13864
C -1.09478 3.06318 5.41989
C -0.13682 3.40163 4.17908
C 0.37921 2.12721 3.35414
C 1.41832 2.70568 2.23308
O 2.65090 1.94701 2.22717
C 2.51675 0.76342 1.40318
N -3.34314 2.68264 2.13941
H -2.47919 -1.21462 0.55357
H -3.39286 -0.24899 1.81627
H -1.57613 0.05668 1.64642
H -4.07372 1.15058 -0.04763
H -2.71576 0.46852 -1.05869
H -0.99614 2.15217 0.20126
H -1.47829 4.89271 0.39292
H -2.16553 6.70937 2.27083
H -3.78228 5.66093 4.31281
H -5.17651 1.94697 3.89855
H -5.35635 3.59570 4.73885
H -3.54791 3.25038 6.35006
H -4.19039 1.50035 6.09249
H -2.16452 1.49047 4.08406
H -1.94125 1.04692 5.85132
H -0.44530 2.74878 6.31976
H -1.61878 4.04521 5.71113
H 0.80474 3.91029 4.61458
H -0.56800 4.14040 3.42500
H -0.44788 1.60386 2.75926
H 0.99247 1.39276 3.99471
H 1.67434 3.79988 2.48347
H 0.97770 2.70020 1.17643
H 2.77317 -0.18733 2.00858
H 3.22787 0.75116 0.49941
H 1.45947 0.59892 1.00146
C 5.45339 1.04711 4.80171
C 5.55646 -0.44245 5.10544
C 4.20854 -1.16264 5.01518
C 3.24565 -0.57782 6.00807
N 2.48891 -0.11848 6.78696
H 4.81603 1.56328 5.52484
H 6.44034 1.51283 4.84917
H 5.04485 1.21555 3.80041
H 5.98000 -0.57141 6.10636
H 6.25434 -0.90173 4.39983
H 4.33623 -2.22711 5.22740
H 3.78800 -1.06526 4.01066
C -2.92788 -2.06757 -3.86689
C -2.07533 -3.30735 -4.09132
C -1.32452 -3.74937 -2.83071
C -0.39116 -2.64953 -2.37744
N 0.35056 -1.78254 -2.01058
H -2.31602 -1.20486 -3.58749
H -3.46337 -1.80392 -4.78226
H -3.66626 -2.23588 -3.07721
H -1.36072 -3.10834 -4.89361
H -2.72078 -4.12239 -4.43106
H -0.74069 -4.64948 -3.03895
H -2.02737 -3.98019 -2.02727
C 10.05028 3.80045 2.88757
C 9.95373 3.88260 4.40743
C 10.47229 2.62345 5.10604
C 9.66466 1.43232 4.67898
N 9.02975 0.49781 4.34362
H 9.43509 2.99024 2.48787
H 9.69718 4.72959 2.43395
H 11.08407 3.63754 2.56860
H 8.91024 4.05872 4.68754
H 10.52959 4.74541 4.75421
H 10.39484 2.73599 6.19030
H 11.52283 2.45096 4.85749
C -8.03781 4.81012 8.62107
C -7.05953 3.77958 8.06704
C -5.59745 4.21153 8.20561
C -5.36714 5.48546 7.44541
N -5.18699 6.48335 6.84287
H -7.97735 5.75643 8.07745
H -9.06409 4.44781 8.52762
H -7.84173 5.00753 9.67903
H -7.29447 3.59846 7.01292
H -7.20306 2.83290 8.59562
H -4.93781 3.43732 7.80869
H -5.34220 4.36767 9.25718
C 1.98381 0.46110 -6.64701
C 0.82380 0.56069 -5.66256
C 0.42382 -0.79387 -5.07852
C -0.00931 -1.71621 -6.18064
N -0.34887 -2.44277 -7.04565
H 1.72898 -0.14740 -7.51824
H 2.25450 1.45366 -7.01412
H 2.86423 0.02285 -6.16746
H -0.03299 1.01559 -6.17032
H 1.10613 1.23117 -4.84551
H -0.39841 -0.66843 -4.37149
H 1.26254 -1.24689 -4.54415
C 2.27864 -5.10455 -5.96209
C 2.41818 -6.59799 -5.68330
C 1.09039 -7.35121 -5.79623
C 0.10934 -6.80805 -4.79953
N -0.66084 -6.38138 -4.01648
H 1.62295 -4.61803 -5.23497
H 3.25291 -4.61408 -5.89893
H 1.87327 -4.92825 -6.96276
H 2.83760 -6.73422 -4.68141
H 3.13249 -7.02691 -6.39167
H 1.24350 -8.41566 -5.60165
H 0.67354 -7.24704 -6.80152
C 0.27982 0.15603 -12.07787
C 1.13790 -1.08429 -12.30378
C 1.87040 -1.53970 -11.03955
C 2.78834 -0.45249 -10.56049
N 3.51815 0.41068 -10.19013
H 0.88571 1.01725 -11.78483
H -0.24539 0.42689 -12.99686
H -0.46743 -0.02090 -11.29832
H 1.86259 -0.87459 -13.09682
H 0.49956 -1.89849 -12.65881
H 2.45911 -2.43645 -11.24841
H 1.15617 -1.78006 -10.24686
C -5.37281 -7.42206 -0.29856
C -4.28528 -7.28766 -1.35944
C -3.42976 -6.03144 -1.17966
C -4.29897 -4.80374 -1.27933
N -4.98213 -3.84566 -1.35572
H -6.08538 -6.59449 -0.34466
H -5.93784 -8.34486 -0.44896
H -4.93966 -7.44820 0.70594
H -4.75398 -7.27828 -2.34845
H -3.63808 -8.16830 -1.31875
H -2.65913 -5.98812 -1.95346
H -2.93208 -6.04131 -0.20594
```

Computed properties:
multiplicity	1
HOMO	-11.74	eV
charge	+1

Atomic partial charges in e from the Löwdin method, atoms 1 to 99: number 1, C, carries -0.101; number 2, C, carries -0.273; number 3, C, carries -0.569; number 4, Br, carries 0.710; number 5, N, carries -0.125; number 6, C, carries -0.014; number 7, C, carries 0.069; number 8, C, carries 0.116; number 9, C, carries -0.147; number 10, C, carries -0.122; number 11, C, carries -0.183; number 12, C, carries -0.189; number 13, C, carries -0.186; number 14, C, carries -0.206; number 15, C, carries -0.148; number 16, C, carries -0.224; number 17, O, carries -0.227; number 18, C, carries -0.109; number 19, N, carries 0.168; number 20, H, carries 0.085; number 21, H, carries 0.080; number 22, H, carries 0.060; number 23, H, carries 0.124; number 24, H, carries 0.100; number 25, H, carries 0.113; number 26, H, carries 0.124; number 27, H, carries 0.130; number 28, H, carries 0.120; number 29, H, carries 0.124; number 30, H, carries 0.108; number 31, H, carries 0.087; number 32, H, carries 0.120; number 33, H, carries 0.082; number 34, H, carries 0.122; number 35, H, carries 0.128; number 36, H, carries 0.102; number 37, H, carries 0.128; number 38, H, carries 0.076; number 39, H, carries 0.068; number 40, H, carries 0.135; number 41, H, carries 0.129; number 42, H, carries 0.100; number 43, H, carries 0.089; number 44, H, carries 0.105; number 45, H, carries 0.084; number 46, C, carries -0.109; number 47, C, carries -0.270; number 48, C, carries -0.181; number 49, C, carries -0.213; number 50, N, carries 0.119; number 51, H, carries 0.070; number 52, H, carries 0.048; number 53, H, carries 0.068; number 54, H, carries 0.114; number 55, H, carries 0.103; number 56, H, carries 0.115; number 57, H, carries 0.095; number 58, C, carries -0.104; number 59, C, carries -0.256; number 60, C, carries -0.192; number 61, C, carries -0.180; number 62, N, carries 0.119; number 63, H, carries 0.046; number 64, H, carries 0.082; number 65, H, carries 0.051; number 66, H, carries 0.057; number 67, H, carries 0.114; number 68, H, carries 0.043; number 69, H, carries 0.073; number 70, C, carries -0.114; number 71, C, carries -0.273; number 72, C, carries -0.182; number 73, C, carries -0.198; number 74, N, carries 0.142; number 75, H, carries 0.069; number 76, H, carries 0.073; number 77, H, carries 0.079; number 78, H, carries 0.109; number 79, H, carries 0.109; number 80, H, carries 0.115; number 81, H, carries 0.119; number 82, C, carries -0.106; number 83, C, carries -0.268; number 84, C, carries -0.182; number 85, C, carries -0.210; number 86, N, carries 0.130; number 87, H, carries 0.072; number 88, H, carries 0.077; number 89, H, carries 0.082; number 90, H, carries 0.106; number 91, H, carries 0.113; number 92, H, carries 0.078; number 93, H, carries 0.125; number 94, C, carries -0.110; number 95, C, carries -0.263; number 96, C, carries -0.194; number 97, C, carries -0.214; number 98, N, carries 0.147; number 99, H, carries 0.055